Density functional theory data (wB97M-V/def2-TZVPD) for a cluster of 2 separate species, C23H30BrF9N4O9S2 in total at a distorted geometry.

Structure (XYZ):
```
78
Properties=species:S:1:pos:R:3:mulliken_charge:R:1
Br 3.947 1.063 2.528 -0.149
S 0.135 3.980 0.474 -0.058
S -0.569 -1.152 1.246 1.184
F -1.739 0.968 2.506 -0.262
F -5.119 -2.761 -1.587 -0.253
F -3.585 -2.727 0.868 -0.218
F -2.620 -1.153 3.156 -0.244
F -2.885 0.736 -0.307 -0.216
F -4.336 0.755 1.586 -0.310
F -5.536 -1.356 0.914 -0.278
F -3.063 -1.636 -2.036 -0.144
F -5.210 -0.384 -1.765 -0.221
O -2.754 6.588 -3.115 -0.602
O -0.087 -2.214 2.300 -0.644
O 1.909 -3.876 -1.479 -0.557
O 3.917 2.954 7.851 -0.522
O -0.842 -1.990 -0.064 -0.610
O 1.184 0.986 1.861 -0.295
O 3.481 1.624 5.818 -0.253
O 1.587 -0.754 -1.444 -0.270
O 0.171 -9.246 -0.696 -0.592
N -1.358 4.614 -2.711 -0.090
N 2.360 -2.024 0.459 -0.571
N 0.123 0.999 -0.293 -0.113
N -0.466 -7.088 -1.239 0.166
C 0.771 0.088 0.773 0.622
C -4.131 4.423 -3.019 -0.741
C 2.572 -0.137 -2.366 -0.710
C -4.338 -1.501 -1.293 0.567
C 1.493 0.725 4.354 -0.318
C 0.014 2.296 0.223 -0.093
C 0.879 1.608 -3.454 -0.543
C -2.124 -0.384 1.954 0.493
C 0.447 -8.084 -0.965 0.115
C 4.699 4.095 5.704 -0.683
C 2.192 -2.968 -0.523 0.725
C -2.714 5.246 -2.965 0.366
C 4.014 2.839 6.519 0.558
C -3.321 -0.105 0.869 0.463
C -4.131 -1.438 0.366 0.577
C 2.057 -0.623 -0.024 -0.369
C -0.059 -5.734 -1.549 -0.922
C 0.603 3.238 -3.582 -0.411
C -0.977 3.624 -3.806 -0.547
C 2.325 1.465 -2.642 -0.266
C 2.068 0.330 2.833 -0.236
C 2.263 2.005 5.028 -0.659
C -1.879 -7.405 -1.216 -0.988
H -2.079 -8.192 -1.950 0.305
H 1.492 -7.736 -1.009 0.257
H 0.367 1.019 4.228 0.170
H 2.470 2.901 4.285 0.333
H -2.478 -6.521 -1.452 0.376
H 2.402 -0.678 -3.416 0.382
H -2.145 -7.776 -0.222 0.314
H -1.672 2.656 -3.808 0.276
H -4.370 4.000 -1.953 0.201
H 1.569 -0.237 5.043 0.342
H 5.870 3.962 5.782 0.268
H 2.073 -0.839 2.799 0.525
H -0.492 -5.056 -0.809 0.391
H 3.222 1.950 -3.261 0.481
H 1.030 -5.636 -1.531 0.320
H -1.076 4.198 -4.822 0.288
H -0.630 5.358 -2.611 0.281
H 1.276 3.612 -4.465 0.300
H 1.513 2.450 5.844 0.396
H 2.997 0.071 -0.071 0.627
H 2.228 1.982 -1.585 0.018
H 4.447 5.154 6.134 0.283
H -0.426 -5.474 -2.546 0.310
H 4.423 4.010 4.548 0.213
H 3.701 -0.400 -2.080 0.271
H 1.042 1.109 -4.523 0.332
H -0.008 1.050 -2.932 0.137
H -4.994 5.211 -3.258 0.291
H 0.957 3.763 -2.578 0.183
H -4.076 3.580 -3.833 0.254
```

Computed properties:
SMILES: CC(=O)NCCCCCO[C@H](N=C=O)[C@](N=C=S)(O[C@@H](Br)CCOC(C)=O)S(=O)(=O)C(F)(F)C(F)(F)C(F)(F)C(F)(F)F.CN(C)C=O
HOMO-LUMO gap, eV: 7.10
HOMO level, eV: -8.9
Total charge: 0

Density functional theory data (wB97M-V/def2-TZVPD) for a cluster of 2 separate species, C23H30BrN2O5PSi in total.

Structure (XYZ):
```
63
Properties=species:S:1:pos:R:3:mulliken_charge:R:1
Br 5.526 -1.278 2.841 -0.301
P 3.330 -1.206 2.335 0.219
Si 3.489 -1.717 0.101 -0.330
O 2.861 -2.733 2.785 -0.439
O -4.605 5.417 1.149 -0.665
O 3.339 1.250 0.698 -0.570
O -3.869 0.247 -0.078 -0.649
O 4.492 -2.976 -0.207 -0.362
N -1.144 -3.016 -1.680 -0.553
N 4.043 -0.304 -0.793 0.456
C -4.436 4.255 0.848 0.585
C -0.726 3.851 1.315 -0.808
C -6.473 1.274 -0.307 -0.453
C -2.898 2.283 0.586 0.150
C -1.626 -2.577 -0.361 -0.369
C -1.989 4.415 1.249 -0.743
C -3.081 3.633 0.889 0.490
C -7.735 1.838 -0.382 -0.513
C 6.561 -4.086 0.354 -1.302
C -5.392 2.048 0.099 0.104
C -1.628 1.721 0.661 -0.536
C -4.044 1.419 0.179 0.393
C 5.918 -2.897 -0.330 -0.102
C 1.804 -2.288 -0.441 -0.422
C 0.630 -1.618 0.307 -0.016
C 4.355 -0.578 -2.206 -1.043
C 3.365 0.873 -0.456 0.701
C -0.545 2.502 1.027 -0.608
C -0.524 -2.554 0.690 -1.144
C 2.599 1.611 -1.536 -1.448
C -7.924 3.175 -0.049 -0.477
C -5.579 3.392 0.426 0.080
C -6.850 3.950 0.354 -0.583
H -1.509 0.669 0.437 0.611
H 0.122 4.461 1.597 0.425
H 6.284 -1.960 0.097 0.352
H 3.828 -1.456 -2.593 0.366
H -6.305 0.236 -0.557 0.464
H -2.427 -3.242 -0.030 0.470
H -8.912 3.612 -0.106 0.401
H 7.536 -4.299 -0.090 0.394
H -0.962 -2.217 1.635 0.333
H -0.154 -3.569 0.864 0.399
H 3.208 -3.455 2.243 0.338
H 5.425 -0.766 -2.306 0.252
H -1.747 -3.726 -2.071 0.219
H 1.782 -3.373 -0.295 0.412
H 3.267 2.154 -2.207 0.465
H 6.162 -2.893 -1.397 0.270
H 1.961 2.340 -1.043 0.280
H 0.442 2.061 1.094 0.843
H 2.005 0.921 -2.138 0.367
H -1.140 -2.252 -2.343 0.211
H -8.576 1.236 -0.700 0.403
H -2.052 -1.569 -0.416 0.129
H 1.694 -2.154 -1.521 0.497
H -2.151 5.459 1.478 0.482
H -6.975 4.992 0.615 0.474
H 0.985 -1.111 1.209 0.315
H 4.110 0.273 -2.835 0.420
H 0.218 -0.827 -0.332 0.112
H 5.930 -4.967 0.225 0.297
H 6.706 -3.905 1.419 0.258
```

Computed properties:
SMILES: CCO[Si@](CCCCN)(N(C)C(C)=O)P(O)Br.O=C1c2ccccc2C(=O)c2ccccc21
HOMO-LUMO gap, eV: 7.34
HOMO level, eV: -8.4
Total charge: 0

Density functional theory data (wB97M-V/def2-TZVPD) for a structure of composition C23H30F5GaO6Te at a distorted geometry.

Structure (XYZ):
```
66
Properties=species:S:1:pos:R:3:mulliken_charge:R:1
Te 0.034 2.597 5.039 1.791
Ga -1.250 0.873 2.429 0.022
F -0.014 4.427 4.581 -0.466
F 1.906 2.575 5.024 -0.429
F 0.104 0.802 5.618 -0.435
F -1.858 2.478 5.125 -0.496
F 0.048 2.993 6.896 -0.465
O -0.658 0.407 0.829 -0.097
O -0.040 1.990 3.236 -0.544
O 2.734 -0.540 -3.285 -0.635
O -0.501 -2.316 -4.581 -0.242
O -1.050 -0.338 -5.501 -0.678
O 1.794 -0.633 -5.354 -0.273
C -0.296 2.016 -0.833 1.237
C 1.928 -0.395 1.948 -0.024
C -1.192 2.991 -0.188 -1.706
C -1.589 -2.098 3.604 -0.220
C 2.388 0.290 3.094 -0.689
C -1.116 -0.676 0.040 -0.807
C 0.328 -0.351 -3.482 3.630
C -0.872 1.110 -1.865 0.218
C 1.737 -0.503 -4.023 -0.419
C -1.656 -1.132 4.616 -0.831
C 1.759 -1.804 3.745 -0.935
C -1.147 -2.887 -5.713 -0.812
C 3.106 -0.901 -5.822 -0.792
C 0.184 -1.093 -2.142 -1.730
C 1.526 -1.695 2.349 -0.796
C 1.145 2.190 -0.715 -1.767
C -0.490 -0.978 -4.608 -0.382
C -0.975 -0.383 -1.446 0.444
C -2.447 -1.757 2.549 -0.596
C -2.943 -0.419 2.823 -0.540
C -2.496 -0.076 4.176 -0.643
C 2.288 -0.577 4.194 -0.318
C -0.110 1.116 -3.206 -1.861
H -1.404 3.829 -0.881 0.331
H 1.530 -2.683 4.349 0.409
H 3.420 -1.900 -5.506 0.333
H -0.922 -2.968 3.608 0.443
H -1.890 -0.782 -1.919 0.342
H 0.008 -2.169 -2.313 0.616
H -0.739 3.410 0.722 0.365
H -2.208 -2.629 -5.714 0.300
H 2.553 -0.362 5.241 0.354
H 3.817 -0.155 -5.452 0.299
H -2.156 2.552 0.128 0.342
H -2.595 -2.327 1.620 0.573
H 1.125 -0.971 -1.578 0.264
H 3.032 -0.881 -6.903 0.248
H -0.666 -2.546 -6.630 0.312
H 1.066 -2.432 1.701 0.547
H 0.781 1.758 -3.216 0.301
H -0.538 -1.562 0.344 -0.125
H -1.008 -3.955 -5.603 0.268
H -3.008 0.641 4.819 0.601
H 1.700 1.284 -0.984 0.186
H 1.421 2.453 0.318 0.455
H 1.471 3.002 -1.388 0.366
H 1.957 -0.026 0.926 0.354
H -0.792 1.402 -4.010 0.342
H -3.749 0.073 2.272 0.694
H 2.789 1.319 3.105 0.339
H -1.901 1.441 -2.055 0.550
H -1.223 -1.247 5.610 0.321
H -2.178 -0.871 0.238 0.555
```

Computed properties:
HOMO-LUMO gap (alpha / beta), eV: 3.36 / 3.33
HOMO level (alpha / beta), eV: 0.2 / 0.2
Total charge: -2

Number 1: DFT total energy -6059.04595 a.u.. Number 2: DFT total energy -4585.15401 a.u.. Number 3: DFT total energy -4037.89824 a.u..